Record 1
Here is C20H39AuF6N2Si4Te as an isolated structure from the OMol25 dataset. Energies are from wB97M-V/def2-TZVPD.

- HOMO energy: -0.2788 Eh
- E: -83156.390 eV
- Energy above the lowest of the compared OMol25 structures with the same formula, charge and spin: 0.0 kJ/mol
- Frontier orbital gap: 7.1 eV

The geometry in XYZ format:
```
73
Properties=species:S:1:pos:R:3:forces:R:3:mulliken_charge:R:1
Au -1.861730 0.963801 1.266325 -0.079 0.017 -0.036 0.384
C -4.778966 1.431057 1.829480 -0.024 -0.015 0.007 -1.050
N -3.935067 0.260263 1.532786 0.003 0.046 -0.046 0.246
C -4.159837 -0.782914 2.545224 0.003 0.008 0.011 -1.087
C -4.227383 -0.290004 0.185904 -0.012 0.033 -0.045 -0.969
C -3.897512 0.695471 -0.927056 0.002 -0.033 0.106 -0.709
N -2.659511 1.383140 -0.597744 -0.016 -0.015 -0.052 1.079
C -2.199837 2.330810 -1.489601 -0.023 -0.077 -0.012 -0.941
C -1.843776 3.616278 -1.061457 0.031 -0.051 -0.062 -0.006
F -1.992150 3.937459 0.234789 -0.023 0.031 0.073 -0.360
C -1.334984 4.565741 -1.922261 -0.014 -0.045 -0.021 0.356
F -1.004235 5.769947 -1.435350 0.009 0.037 0.021 -0.326
C -1.179135 4.306283 -3.268789 0.007 0.005 -0.037 -0.560
C -1.542953 3.054130 -3.719448 0.009 0.034 0.052 0.359
F -1.395491 2.745148 -5.015915 -0.002 -0.016 -0.040 -0.333
C -2.030420 2.089562 -2.859460 -0.024 0.057 0.059 0.360
F -2.306715 0.871133 -3.358372 -0.009 -0.056 -0.004 -0.419
H -5.836431 1.145735 1.799628 0.003 0.010 -0.004 0.329
H -4.586034 2.215725 1.101987 -0.010 -0.001 -0.007 0.309
H -4.531808 1.799577 2.823192 0.001 -0.003 -0.005 0.326
H -5.202082 -1.116976 2.506305 -0.001 0.009 -0.007 0.387
H -3.941735 -0.385024 3.532312 -0.014 -0.016 -0.019 0.379
H -3.501506 -1.626480 2.352873 0.003 -0.013 -0.009 0.221
H -5.281480 -0.588858 0.140193 0.001 0.012 -0.007 0.370
H -3.614078 -1.186740 0.077519 -0.009 0.022 0.010 0.389
H -4.720537 1.413705 -1.057654 0.001 -0.016 0.026 0.496
H -3.842131 0.116708 -1.855049 0.000 0.010 -0.004 0.384
H -0.785789 5.053008 -3.942339 -0.001 -0.004 0.001 0.506
F -1.288021 -0.754823 3.433564 0.070 -0.107 0.012 -0.262
C -1.257173 0.597175 3.172985 0.067 -0.087 -0.004 -0.142
F -2.184784 1.153019 4.031526 -0.032 0.076 0.017 -0.297
H -0.280245 0.963635 3.476333 0.013 0.024 0.011 0.417
C 3.662497 2.032566 -1.205396 0.018 0.002 0.008 -1.055
Si 3.841516 0.408927 -0.278179 0.004 0.013 -0.023 0.168
C 4.795281 0.719982 1.309718 -0.001 -0.006 0.005 -1.051
C 4.783718 -0.795178 -1.371385 0.006 -0.002 0.001 -1.005
Si 1.726056 -0.481394 0.233721 -0.055 -0.019 -0.109 0.410
Te 0.542954 1.696192 0.673762 0.128 0.096 0.154 -0.313
Si 1.967660 -2.112729 1.900302 0.033 0.016 -0.002 0.524
C 2.222127 -1.425749 3.626156 0.010 -0.007 -0.020 -0.966
C 3.515656 -3.066479 1.405760 -0.013 -0.028 0.024 -1.130
C 0.526903 -3.316889 1.868482 0.022 -0.015 0.015 -0.786
Si 0.734673 -1.390548 -1.685308 -0.006 0.017 -0.030 -0.035
C -1.075785 -1.735852 -1.329896 -0.026 -0.016 -0.007 -0.226
C 0.870361 -0.152609 -3.088886 0.003 -0.015 0.000 -0.783
C 1.583059 -2.995760 -2.182064 0.016 0.000 0.032 -0.979
H 4.648091 2.384181 -1.523113 0.004 0.000 -0.003 0.366
H 3.219990 2.812659 -0.581781 -0.006 -0.012 -0.006 0.332
H 3.039028 1.922042 -2.094605 -0.009 0.002 0.005 0.246
H 5.755658 1.195966 1.095606 0.001 0.000 -0.003 0.383
H 4.994193 -0.207150 1.851352 -0.004 0.016 0.002 0.257
H 4.231649 1.381717 1.971326 0.005 0.002 0.004 0.293
H 5.788633 -0.413045 -1.570476 0.000 -0.003 0.000 0.414
H 4.279906 -0.920088 -2.332442 -0.001 -0.001 -0.005 0.251
H 4.882299 -1.780324 -0.912222 0.001 0.010 0.002 0.312
H 2.953090 -0.614960 3.628021 -0.004 0.003 -0.002 0.281
H 2.596504 -2.217926 4.280411 -0.005 0.003 0.007 0.383
H 1.292981 -1.052569 4.055825 -0.048 0.039 -0.012 0.214
H 4.415219 -2.454865 1.499574 -0.011 -0.009 -0.005 0.239
H 3.458754 -3.426552 0.375978 -0.011 -0.002 0.002 0.271
H 3.635217 -3.936692 2.057371 0.008 -0.004 -0.006 0.430
H -0.423331 -2.816516 2.055003 -0.030 0.032 0.017 -0.026
H 0.662864 -4.083470 2.636427 -0.010 0.001 -0.003 0.416
H 0.467359 -3.821560 0.900932 -0.010 0.014 0.013 0.283
H -1.582671 -0.803876 -1.070149 0.031 0.007 -0.047 -0.430
H -1.191807 -2.439598 -0.502104 0.011 -0.015 0.013 0.349
H -1.569560 -2.155616 -2.210481 0.002 -0.008 -0.013 0.548
H 0.473027 0.819437 -2.786444 0.015 -0.009 0.004 -0.079
H 0.302089 -0.494974 -3.957690 -0.003 0.018 0.003 0.387
H 1.908686 -0.012978 -3.399120 0.003 -0.004 0.009 0.364
H 1.475660 -3.765250 -1.413613 0.001 0.015 -0.004 0.264
H 2.650033 -2.845059 -2.358403 0.005 -0.008 -0.003 0.251
H 1.143300 -3.384104 -3.104403 -0.005 0.000 -0.002 0.391
```
Forces are in eV/Å.

---

Record 2
Here is a 7-piece molecular cluster, C34H102N15O7P5S2 overall at a distorted geometry from the OMol25 dataset. Energies are from wB97M-V/def2-TZVPD.

- HOMO energy: -0.3068 Eh
- E: -141715.547 eV
- Energy above the lowest of the compared OMol25 structures with the same formula, charge and spin: 144.0 kJ/mol
- Frontier orbital gap: 8.5 eV

The geometry in XYZ format:
```
165
Properties=species:S:1:pos:R:3:forces:R:3:mulliken_charge:R:1
O -4.488300 -1.964647 -4.609377 -0.113 -0.642 0.093 -0.909
P -4.507889 -2.342909 -3.176781 0.945 0.686 -0.444 0.190
N -6.003093 -2.716308 -2.657674 -2.561 0.568 -0.110 0.534
C -7.187233 -2.454892 -3.471129 -0.391 0.752 -0.209 -1.174
C -6.367758 -3.174417 -1.328388 1.350 0.002 0.480 -1.387
N -3.759784 -1.088283 -2.357232 0.092 -0.202 -0.776 0.906
C -4.080820 0.248156 -2.847273 0.556 -0.347 -0.391 -1.422
C -3.843140 -1.087749 -0.943634 -0.034 0.144 1.192 -1.552
N -3.700142 -3.670612 -2.556645 -1.075 -0.734 -0.879 0.469
C -2.276203 -3.676864 -2.619759 1.325 0.342 -0.104 -0.772
C -4.244026 -4.956052 -3.061445 0.963 -0.648 0.232 -1.046
H -6.961269 -2.274250 -4.513773 0.349 -0.262 -0.147 0.348
H -7.797717 -1.584162 -3.172583 0.543 0.043 0.391 0.292
H -7.890716 -3.269328 -3.378361 -0.021 -0.658 -0.116 0.366
H -7.020308 -2.510076 -0.751768 -0.189 0.111 -0.499 0.526
H -5.425653 -3.148501 -0.776417 -0.359 -0.621 0.362 0.356
H -6.792569 -4.191513 -1.358945 0.100 0.263 0.050 0.363
H -3.435341 0.940934 -2.291523 -0.244 0.067 -0.171 0.399
H -3.823334 0.277224 -3.911678 -0.388 0.299 0.218 0.112
H -5.134158 0.472018 -2.638514 0.040 0.317 -0.229 0.577
H -3.199590 -0.296966 -0.546884 0.279 -0.249 0.150 0.558
H -4.842493 -0.796282 -0.641811 -0.472 -0.118 0.534 0.457
H -3.599152 -2.062935 -0.521301 0.074 0.158 0.124 0.282
H -1.907148 -2.645347 -2.543398 0.048 -0.333 0.097 -0.016
H -1.824355 -4.293454 -1.823991 -0.241 0.177 -0.163 0.277
H -1.941865 -4.073046 -3.584318 0.211 -0.009 -0.012 0.343
H -4.059035 -5.158490 -4.138150 0.035 0.480 0.410 0.295
H -5.294818 -5.060360 -2.879875 -0.502 0.150 0.112 0.317
H -3.739750 -5.777131 -2.516335 -0.181 0.390 -0.129 0.365
O 0.419946 2.232441 -6.687612 0.913 -0.135 -1.021 -0.920
P -0.472542 1.950134 -5.571833 -0.072 0.155 0.610 0.417
N -1.180695 3.405099 -5.152809 1.486 -0.806 -0.323 0.307
C -1.897781 3.479632 -3.948477 -0.685 0.578 1.048 -0.750
C -0.666078 4.687451 -5.616753 0.116 -0.474 -0.756 -1.041
N 0.281626 1.142884 -4.339293 1.321 0.489 0.444 0.419
C -0.288498 0.292578 -3.341474 -0.741 -0.213 0.022 0.334
C 1.735337 1.112515 -4.270439 0.560 0.373 -0.242 -0.914
N -1.749770 0.912060 -5.731672 -1.492 1.411 -1.090 0.448
C -1.478322 -0.405559 -6.265798 0.368 -0.874 0.364 -1.051
C -2.890092 1.523576 -6.453342 0.168 -0.087 -1.055 -1.162
H -1.294920 3.847447 -3.104515 0.034 0.214 -0.051 0.223
H -2.267871 2.509218 -3.620163 -0.370 0.031 -0.274 -0.060
H -2.693658 4.202581 -4.160411 -0.424 -0.216 0.744 0.427
H -1.533169 5.282573 -5.890483 -0.111 0.329 -0.184 0.335
H -0.047857 4.500916 -6.514431 -0.278 0.261 0.572 0.342
H -0.109341 5.267263 -4.863719 0.040 -0.424 -0.004 0.255
H -0.189398 0.724149 -2.320808 0.173 -0.290 -0.483 -0.567
H -1.361053 0.189753 -3.548139 0.259 -0.304 0.225 0.128
H 0.220506 -0.697213 -3.423473 -0.463 0.376 0.398 -0.120
H 2.116306 0.127867 -4.567996 -0.042 -0.002 0.114 0.276
H 2.168130 1.844555 -4.948684 -0.088 -0.022 -0.124 0.355
H 2.137429 1.356303 -3.268675 -0.410 -0.123 -0.115 0.166
H -2.367331 -1.022554 -6.147070 -0.095 -0.086 0.222 0.356
H -1.235425 -0.419630 -7.328388 0.181 0.302 -0.141 0.307
H -0.649177 -0.877836 -5.715944 -0.267 0.143 -0.229 0.227
H -3.134924 2.538675 -6.150124 -0.217 -0.390 0.698 0.370
H -3.710483 0.823673 -6.468250 -0.563 -0.049 0.621 0.380
H -2.719269 1.673249 -7.530464 0.624 -0.234 -0.036 0.294
O -5.686392 -1.747805 1.914784 -0.452 0.247 -0.816 -0.689
P -5.639998 -2.235162 3.299238 1.032 -0.284 -0.698 -0.025
N -6.771975 -3.368145 3.628938 0.446 0.478 1.242 0.627
C -7.121389 -3.767013 4.972602 0.303 -0.314 0.577 -1.268
C -7.408081 -4.106576 2.613278 -1.408 -0.816 -0.815 -0.875
N -5.933073 -1.138573 4.470316 1.773 1.561 1.293 0.254
C -4.810785 -0.253354 4.855079 0.354 -0.920 0.102 -0.978
C -7.159721 -0.399991 4.449540 -1.290 -0.837 -0.272 -1.102
N -4.106025 -2.813537 3.565012 0.217 0.128 0.454 0.713
C -2.962254 -2.362908 2.757299 -1.234 -0.093 0.137 -1.115
C -3.770852 -3.861146 4.494811 -0.022 -0.472 0.150 -0.918
H -6.725278 -4.731364 5.304690 0.400 -0.165 -0.375 0.339
H -8.171903 -3.897804 5.125338 -1.039 0.204 -0.383 0.380
H -6.807329 -3.041590 5.704099 0.272 0.350 0.074 0.381
H -7.162929 -5.169642 2.740835 -0.209 -0.002 -0.382 0.291
H -7.187404 -3.764378 1.598692 0.380 -0.016 0.320 0.027
H -8.503605 -3.964215 2.733398 0.345 -0.395 -0.117 0.321
H -5.087561 0.398700 5.665592 -0.273 -0.179 0.721 0.346
H -3.896559 -0.815412 5.086477 -0.450 0.019 0.222 0.218
H -4.522263 0.435117 4.096742 0.084 0.549 -1.211 0.398
H -7.138918 0.486539 3.782753 -0.074 -0.465 0.275 0.282
H -7.913856 -1.148652 4.119363 -0.005 0.934 0.009 0.339
H -7.418847 -0.119449 5.475395 -0.010 0.242 -0.152 0.378
H -2.590238 -3.280414 2.319074 0.788 0.024 -0.283 0.487
H -3.388532 -1.744974 1.986203 0.063 0.222 -0.514 0.011
H -2.205878 -1.757845 3.275084 -0.084 -0.426 0.259 0.323
H -3.305429 -4.701728 3.964255 0.049 0.031 -0.065 0.296
H -4.642041 -4.288828 5.003497 0.177 0.380 -0.074 0.202
H -3.041927 -3.524560 5.236377 -0.065 0.047 0.184 0.325
O 5.032238 0.034163 2.315644 -0.024 0.403 0.791 -0.778
P 4.938954 -1.124660 3.244657 -0.419 2.517 -0.773 0.483
N 3.358479 -1.320143 3.689505 -0.265 1.015 -0.398 0.536
C 2.370087 -0.256216 3.450141 -0.504 -0.155 0.599 -1.020
C 2.956072 -2.221445 4.713715 0.995 -0.932 1.021 -1.091
N 5.975297 -1.068418 4.515425 0.217 -0.536 1.121 0.320
C 6.561197 -2.202716 5.241927 -0.301 0.147 -0.233 -1.097
C 6.426674 0.202146 5.044729 0.521 0.241 -0.849 -1.141
N 5.388785 -2.477244 2.526694 0.522 -2.402 -1.928 0.219
C 4.450220 -3.064423 1.568830 -0.496 -0.449 0.467 -1.153
C 6.805075 -2.663065 2.113941 -0.823 -0.075 1.047 -1.138
H 2.114136 0.248815 4.386646 0.374 0.180 0.211 0.345
H 1.399176 -0.683320 3.194005 0.118 -0.157 -0.545 0.301
H 2.666243 0.513597 2.742473 0.257 -0.430 -0.127 0.182
H 2.271831 -2.992007 4.366479 -0.416 0.059 -0.039 0.299
H 2.573453 -1.712269 5.601045 -0.420 0.146 -0.137 0.338
H 3.826442 -2.764965 5.113968 -0.089 0.029 -0.303 0.328
H 6.521549 -3.142888 4.673844 0.201 0.480 0.007 0.388
H 7.585551 -1.870452 5.442990 0.067 -0.643 0.104 0.400
H 6.059553 -2.421710 6.196006 0.061 0.336 -0.051 0.261
H 7.492864 0.322152 4.820680 0.135 -0.051 0.075 0.372
H 5.941620 0.986275 4.473440 -0.249 0.292 0.345 0.290
H 6.333599 0.300509 6.124870 -0.478 -0.001 0.039 0.335
H 4.372448 -4.122092 1.794859 0.312 -0.535 -0.417 0.343
H 3.422059 -2.734251 1.754303 0.331 0.433 -0.150 0.226
H 4.720295 -2.901087 0.513660 0.053 0.051 0.381 0.383
H 7.385376 -2.058370 2.798477 0.433 0.006 -0.101 0.380
H 7.048095 -2.380232 1.088392 -0.402 0.110 -0.030 0.308
H 7.035484 -3.714738 2.281025 0.281 -0.061 -0.185 0.374
O 5.387147 7.316130 -0.455658 0.467 0.860 -0.225 -0.915
P 5.163100 6.172122 0.436088 -0.483 1.888 -0.303 0.273
N 5.646184 4.860156 -0.371191 0.738 -2.185 -0.894 0.367
C 5.512388 3.548147 0.232331 -0.834 0.471 0.248 -0.771
C 5.861289 4.766433 -1.817433 0.138 -0.775 0.891 -0.991
N 3.565796 5.935107 0.833055 0.726 0.911 0.635 0.476
C 2.808025 5.379886 -0.213044 -2.216 -1.133 -0.951 -0.985
C 2.808406 7.058609 1.434573 0.226 -0.703 0.111 -1.041
N 5.828971 6.348086 1.927914 1.345 0.506 -1.137 0.332
C 7.228092 6.912379 1.979783 -1.166 -1.399 0.398 -0.979
C 5.369963 5.689592 3.095385 0.653 -0.028 1.463 -1.221
H 6.383066 2.939694 0.094219 0.790 -0.171 0.263 0.381
H 4.689119 2.926071 -0.165933 -0.051 0.460 -0.090 0.205
H 5.279600 3.770800 1.263852 0.214 -0.804 0.513 0.094
H 6.763865 4.193724 -2.039549 0.222 -0.099 0.332 0.332
H 6.022305 5.727088 -2.241884 -0.501 0.781 -0.457 0.325
H 5.051180 4.148718 -2.216642 -0.214 0.517 -0.509 0.291
H 3.222611 4.480368 -0.659119 0.262 -0.104 0.244 0.207
H 1.856753 5.086659 0.272757 0.030 -0.066 -0.594 0.333
H 2.547798 6.022025 -1.080227 0.257 0.252 0.500 0.206
H 3.364616 7.583869 2.228586 -0.144 -0.246 -0.534 0.312
H 2.427231 7.741481 0.664339 0.387 0.113 0.131 0.305
H 1.942859 6.558166 1.859557 -0.299 0.271 0.407 0.363
H 7.703952 6.790926 0.999322 -0.070 0.314 0.349 0.314
H 7.229936 7.930026 2.346060 -0.035 0.354 -0.253 0.279
H 7.737112 6.299122 2.736144 0.261 0.139 -0.349 0.352
H 6.155252 5.068942 3.531372 0.224 -0.255 -0.071 0.370
H 4.531800 5.040666 2.932984 -0.559 0.013 -0.194 0.451
H 5.157274 6.417372 3.881922 -0.401 0.047 0.093 0.346
C 2.837066 -1.980220 -2.023042 -0.159 0.449 -0.146 0.150
S 2.349218 -3.131783 -3.269316 -0.299 0.780 -1.886 0.641
O 2.773771 -2.477717 -4.587898 -0.720 -0.638 1.557 -0.669
C 3.615137 -4.299233 -3.005204 1.093 -0.774 0.406 -1.120
H 2.075320 -1.209720 -2.045360 -0.036 0.266 0.220 -0.474
H 3.767991 -1.573428 -2.397588 0.318 0.177 0.180 0.493
H 2.926137 -2.423363 -1.040504 -0.004 -0.124 0.198 0.043
H 3.596472 -4.915582 -2.105455 -0.591 0.041 -0.016 0.350
H 4.560750 -3.782587 -2.984611 0.390 0.421 -0.142 0.345
H 3.610400 -4.901827 -3.893547 -0.040 -0.530 -0.321 0.364
C -0.108316 -0.655686 0.259920 -0.250 -0.485 -0.509 -0.067
S -0.624390 0.957308 0.860262 -0.542 -0.754 0.553 0.589
O -0.482344 0.858168 2.340636 -0.116 0.376 0.077 -0.666
C 0.745835 1.865376 0.242718 1.733 -0.235 -1.006 -0.567
H -0.773501 -1.376869 0.728985 -0.150 0.029 0.082 0.168
H 0.918190 -0.980117 0.436172 0.114 0.552 0.335 0.298
H -0.290474 -0.684606 -0.810883 -0.091 -0.055 -0.158 -0.189
H 0.622337 2.894983 -0.033536 -0.820 0.442 -0.099 0.326
H 1.180620 1.332914 -0.623279 -0.274 0.296 0.269 -0.073
H 1.508313 1.877792 1.000958 0.352 -0.269 0.564 0.249
```
Forces are in eV/Å.